No. 1
{
  "formula": "C7H4HoN2O4",
  "method": "wB97M-V/def2-TZVPD",
  "spin_multiplicity": 5,
  "total_charge": 3,
  "gap_ev": [6.213, 6.394],
  "s_squared": 6.00,
  "symbols": ["O", "C", "Ho", "O", "C", "C", "O", "C", "O", "N", "C", "C", "N", "C", "H", "H", "H", "H"],
  "coordinates": [[2.88, 1.43, -1.10], [1.93, 0.90, -0.70], [0.18, 0.02, 0.55], [2.14, -3.30, 1.36], [1.56, -2.38, 1.00], [-0.68, 0.00, -1.90], [-1.09, 0.06, -2.97], [-1.91, -0.96, 0.68], [-2.94, -1.40, 0.99], [-2.25, 3.69, 1.05], [-1.11, 4.32, 0.55], [-0.27, 3.34, 0.16], [-0.87, 2.09, 0.46], [-2.08, 2.36, 0.96], [-3.08, 4.17, 1.43], [-1.00, 5.40, 0.52], [0.70, 3.39, -0.27], [-2.83, 1.63, 1.28]],
  "mulliken_charge": [0.046, 0.231, 1.426, 0.010, 0.211, 0.333, -0.002, 0.224, 0.044, 0.007, -0.627, -0.168, 0.054, -0.177, 0.286, 0.399, 0.411, 0.292]
}



No. 2
{
  "formula": "C7H4I4O",
  "method": "wB97M-V/def2-TZVPD",
  "e_above_lowest_kj_mol": 132.42,
  "gap_ev": 6.529,
  "symbols": ["C", "C", "C", "C", "C", "C", "C", "O", "I", "I", "I", "I", "H", "H", "H", "H"],
  "coordinates": [[-1.37, 0.44, -1.14], [-1.44, 0.00, 0.17], [-0.13, 0.81, -1.67], [-0.38, -0.38, 0.88], [-0.47, -1.08, 2.16], [1.08, 0.75, -0.92], [0.96, -0.33, 0.16], [0.43, -1.76, 2.55], [1.14, 2.87, 0.32], [2.82, 0.64, -2.08], [2.63, -0.28, 1.49], [1.08, -2.40, -0.69], [-2.26, 0.59, -1.72], [-2.50, -0.04, 0.66], [-0.02, 1.22, -2.60], [-1.57, -1.04, 2.40]],
  "mulliken_charge": [-0.647, -0.176, -0.359, 0.767, -0.166, -0.496, -0.960, -0.449, 0.130, 0.317, 0.372, 0.272, 0.425, 0.202, 0.553, 0.215]
}



No. 3
{
  "formula": "C7H4I4O",
  "method": "wB97M-V/def2-TZVPD",
  "e_above_lowest_kj_mol": 0.00,
  "gap_ev": 6.286,
  "symbols": ["C", "C", "C", "C", "C", "C", "C", "O", "I", "I", "I", "I", "H", "H", "H", "H"],
  "coordinates": [[1.17, -1.23, 0.43], [0.55, -0.97, 1.70], [0.89, -0.51, -0.69], [-0.41, 0.13, 1.69], [-1.03, 0.30, 3.04], [-0.07, 0.48, -0.73], [-0.68, 0.80, 0.52], [-1.52, 1.26, 3.55], [-0.07, 1.78, -7.06], [-0.65, 1.57, -2.34], [-2.26, 2.17, 0.70], [0.96, -0.51, -5.74], [1.78, -2.09, 0.24], [0.79, -1.63, 2.58], [1.38, -1.02, -1.53], [-0.83, -0.53, 3.64]],
  "mulliken_charge": [-0.474, -0.677, -0.123, 0.775, -0.251, -0.069, -0.296, -0.431, -0.012, 0.231, 0.119, 0.002, 0.360, 0.245, 0.242, 0.360]
}



No. 4
{
  "formula": "C7H4N2O2S",
  "method": "wB97M-V/def2-TZVPD",
  "e_above_lowest_kj_mol": 390.27,
  "gap_ev": [7.414, 6.307],
  "smiles": "N#C/N=C1\\C=CC=CC1=S(=O)=O",
  "symbols": ["C", "C", "C", "C", "C", "C", "C", "N", "N", "O", "O", "S", "H", "H", "H", "H"],
  "coordinates": [[-2.73, 3.14, -0.01], [0.64, 0.54, -0.08], [0.43, -0.84, 0.06], [-0.42, 1.40, -0.10], [-0.86, -1.30, 0.19], [-1.78, 0.98, 0.07], [-1.94, -0.43, 0.11], [-2.85, 4.29, -0.14], [-2.72, 1.89, 0.20], [-4.68, -0.64, -0.13], [-3.32, -2.68, -0.44], [-3.52, -1.42, 0.22], [1.64, 0.93, -0.17], [1.26, -1.53, 0.06], [-0.27, 2.47, -0.14], [-1.06, -2.35, 0.26]],
  "mulliken_charge": [0.579, -0.593, -0.497, -0.348, -0.597, 0.666, 0.379, -0.491, -0.499, -0.452, -0.488, 0.785, 0.368, 0.395, 0.364, 0.429]
}



No. 5
{
  "formula": "C7H4N2O2S",
  "method": "wB97M-V/def2-TZVPD",
  "e_above_lowest_kj_mol": 477.52,
  "gap_ev": [8.276, 8.278],
  "smiles": "N#C[C@@H](N=O)C(=O)c1cccs1",
  "symbols": ["C", "C", "C", "C", "C", "C", "C", "N", "N", "O", "O", "S", "H", "H", "H", "H"],
  "coordinates": [[2.46, 1.37, 1.60], [-2.32, -0.30, -1.11], [-1.16, 0.29, -0.63], [-2.50, -1.57, -0.52], [-0.47, -0.52, 0.29], [0.74, -0.43, 0.91], [1.77, 1.05, 0.39], [2.99, 1.66, 2.55], [2.52, 0.35, -0.56], [1.30, -1.10, 1.73], [2.09, 0.41, -1.72], [-1.40, -1.95, 0.71], [-3.03, 0.08, -1.99], [-0.72, 1.24, -0.95], [-3.26, -2.28, -0.65], [0.98, 1.71, -0.03]],
  "mulliken_charge": [0.143, -0.590, -0.227, -0.238, 0.365, 0.306, 0.189, -0.422, -0.130, -0.518, -0.339, -0.026, 0.271, 0.300, 0.464, 0.452]
}



No. 6
{
  "formula": "C7H4N8",
  "method": "wB97M-V/def2-TZVPD",
  "gap_ev": 8.241,
  "smiles": "[H]/N=C1/[C@H](C#N)NN=Nc2c(C#N)ncn21",
  "symbols": ["C", "C", "C", "C", "C", "C", "C", "N", "N", "N", "N", "N", "N", "N", "N", "H", "H", "H", "H"],
  "coordinates": [[3.53, -0.35, 0.14], [-1.06, 1.33, -1.38], [0.52, -2.04, -0.33], [2.20, -0.69, -0.03], [1.02, 0.04, 0.27], [-1.35, -0.54, 0.12], [-1.66, 0.95, -0.10], [4.57, 0.12, 0.26], [-0.52, 1.44, -2.38], [1.80, -1.96, -0.40], [1.04, 1.21, 0.98], [0.15, 2.03, 1.19], [-2.38, -1.28, 0.19], [0.01, -0.84, 0.12], [-1.11, 1.92, 0.90], [-0.01, -2.83, -0.59], [-2.79, 1.18, -0.29], [-2.10, -2.26, 0.30], [-1.85, 2.56, 1.02]],
  "mulliken_charge": [0.093, 0.163, -0.211, 0.308, 0.549, 0.640, -0.035, -0.463, -0.413, -0.626, -0.096, -0.805, -0.652, 0.031, 0.216, 0.505, 0.273, 0.243, 0.280]
}



No. 7
{
  "formula": "C7H4O",
  "method": "wB97M-V/def2-TZVPD",
  "e_above_lowest_kj_mol": 449.65,
  "gap_ev": 7.541,
  "symbols": ["C", "C", "C", "C", "C", "C", "C", "H", "H", "H", "H", "O"],
  "coordinates": [[0.67, -0.49, -0.98], [-0.52, -0.06, -0.07], [-0.04, 0.10, 1.26], [1.31, 0.30, 1.73], [2.64, 0.47, 1.67], [-1.84, -0.15, -0.33], [-3.05, -0.17, -0.58], [1.73, -1.21, -0.55], [-0.92, 0.10, 2.03], [3.68, 0.88, 1.76], [-4.11, -0.13, -1.07], [0.57, 0.05, -2.30]],
  "mulliken_charge": [-0.106, 0.586, -0.252, -0.259, -0.267, -0.591, 0.129, 0.260, 0.282, 0.333, 0.361, -0.476]
}



No. 8
{
  "formula": "C7H5BrFO2S",
  "method": "wB97M-V/def2-TZVPD",
  "total_charge": -1,
  "gap_ev": 7.136,
  "symbols": ["C", "C", "C", "C", "C", "C", "C", "O", "O", "F", "S", "Br", "H", "H", "H", "H", "H"],
  "coordinates": [[-1.05, -0.99, 2.12], [0.05, -1.62, 1.57], [-1.61, 0.05, 1.43], [0.46, -1.43, 0.30], [-1.15, 0.45, 0.21], [-0.14, -0.35, -0.36], [2.52, 1.98, -1.94], [0.80, -1.00, -2.77], [-0.76, 1.01, -2.57], [2.73, 1.64, -0.65], [0.48, 0.27, -2.11], [1.41, 3.52, -1.97], [-1.33, -1.07, 3.20], [0.61, -2.41, 2.09], [-2.51, 0.72, 1.66], [1.23, -2.06, -0.13], [-1.75, 1.30, -0.09]],
  "mulliken_charge": [-0.657, -0.110, 0.011, -0.618, -0.506, 0.346, -0.043, -0.706, -0.648, -0.116, 0.744, -0.141, 0.255, 0.284, 0.194, 0.386, 0.324]
}